1.
The molecule C4H8S3, computed with ωB97M-V/def2-TZVPD.

```
! RIJCOSX wB97M-V def2-TZVPD def2/J DEFGRID3
* xyz 0 1
C -2.99 0.10 0.76
S -2.51 -0.64 -0.84
C -0.76 -0.96 -0.57
S 0.32 0.50 -0.87
C 1.84 -0.11 -0.35
C 2.85 1.03 -0.14
S 2.25 -1.68 -0.14
H -4.07 0.20 0.73
H -2.65 -0.57 1.54
H -2.46 1.05 0.86
H -0.62 -1.29 0.45
H -0.44 -1.68 -1.34
H 2.65 1.81 -0.87
H 3.93 0.81 -0.08
H 2.67 1.45 0.87
*
```

The relative energy (zero: lowest compared OMol25 entry of this formula, charge and spin) is 0.348 eV. The calculation puts the HOMO energy at -0.314 Ha. The structure (SMILES) is CSCSC(C)=S. As for the gap between HOMO and LUMO: 8.48 eV.

---

2.
A 2-piece molecular cluster, C4H8Si overall, computed with ωB97M-V/def2-TZVPD.

```
! RIJCOSX wB97M-V def2-TZVPD def2/J DEFGRID3
* xyz 0 1
C 3.74 0.29 -0.36
C 3.98 -0.02 -1.47
C -1.09 -0.42 -0.86
C -2.26 0.42 1.73
Si -0.66 0.80 0.77
H 3.59 0.50 0.69
H -0.53 -1.41 -0.77
H -2.16 -0.77 -0.96
H -0.76 0.03 -1.80
H -2.40 -0.68 1.76
H -2.54 0.80 2.71
H -3.17 0.61 1.12
H 4.26 -0.16 -2.57
*
```

The relative energy (zero: lowest compared OMol25 entry of this formula, charge and spin) is 3.324 eV. The calculation puts the HOMO energy at -0.303 Ha. As for the gap between HOMO and LUMO: 7.93 eV.

---

3.
A 2-piece molecular cluster, C4H8Si overall, computed with ωB97M-V/def2-TZVPD.

```
! RIJCOSX wB97M-V def2-TZVPD def2/J DEFGRID3
* xyz 0 1
C 2.66 -0.76 0.28
C 1.71 -0.04 0.56
C -0.70 -1.63 0.17
C 0.64 0.75 0.76
Si -0.14 1.62 -0.63
H 3.36 -1.40 -0.21
H -0.16 -2.04 0.95
H -0.24 -1.36 -0.74
H -1.69 -1.24 0.34
H 0.21 0.97 1.73
H 0.08 0.71 -1.72
H 0.65 2.92 -0.67
H -1.62 1.85 -0.46
*
```

The relative energy (zero: lowest compared OMol25 entry of this formula, charge and spin) is 4.844 eV. The calculation puts the HOMO energy (spin up / spin down) at -0.315 / -0.303 Ha. As for the gap between HOMO and LUMO (spin up / spin down): 7.76 / 8.50 eV.

---

4.
A 2-piece molecular cluster, C4H8Si overall, computed with ωB97M-V/def2-TZVPD.

```
! RIJCOSX wB97M-V def2-TZVPD def2/J DEFGRID3
* xyz 0 1
C -2.03 0.04 0.98
C -2.16 0.37 -0.48
C 1.82 -0.59 -0.56
C 2.70 -0.81 0.42
Si -1.17 -1.25 -0.18
H -1.15 0.65 1.42
H -2.89 0.05 1.59
H -3.25 0.28 -0.97
H -1.85 1.35 -0.91
H 1.61 0.42 -0.82
H 1.09 -1.16 -1.00
H 2.90 -1.87 0.53
H 3.19 -0.01 0.90
*
```

The relative energy (zero: lowest compared OMol25 entry of this formula, charge and spin) is 3.252 eV. The calculation puts the HOMO energy at -0.321 Ha. As for the gap between HOMO and LUMO: 8.34 eV.

---

5.
A 2-piece molecular cluster, C4H9BO3 overall, computed with ωB97M-V/def2-TZVPD.

```
! RIJCOSX wB97M-V def2-TZVPD def2/J DEFGRID3
* xyz 0 1
B -3.05 -0.05 -0.10
C -0.23 -0.58 -0.15
C 0.86 0.11 -0.10
C 2.14 -0.68 -0.30
C 0.94 1.58 0.01
O -3.03 -1.49 0.00
O -4.27 0.63 -0.16
O -1.95 0.69 -0.08
H -1.00 -1.29 -0.13
H 2.67 -0.20 -1.01
H 2.64 -0.65 0.63
H 2.10 -1.70 -0.39
H 0.72 1.99 0.99
H 2.01 1.80 -0.43
H 0.25 2.00 -0.60
H -3.71 -1.86 0.53
H -4.98 -0.02 -0.48
*
```

The relative energy (zero: lowest compared OMol25 entry of this formula, charge and spin) is 3.369 eV. The calculation puts the HOMO energy at -0.360 Ha. As for the gap between HOMO and LUMO: 9.91 eV.

---

6.
A 2-piece molecular cluster, C4H9Br2N2 overall, computed with ωB97M-V/def2-TZVPD.

```
! RIJCOSX wB97M-V def2-TZVPD def2/J DEFGRID3
* xyz 1 1
C -0.47 0.31 0.39
C 0.79 -1.25 -1.13
C 1.94 0.36 0.46
C -2.32 -0.12 -0.52
N 0.62 -0.24 -0.04
N -0.56 1.22 1.29
Br -3.29 1.40 -0.14
Br -2.58 -1.76 0.31
H -0.12 -1.33 -1.75
H 1.66 -0.96 -1.65
H 1.01 -2.36 -0.80
H 1.92 0.36 1.56
H 2.76 -0.34 0.13
H 1.77 1.41 0.06
H -1.93 -0.04 -1.57
H -1.40 1.60 1.74
H 0.21 1.75 1.67
*
```

The relative energy (zero: lowest compared OMol25 entry of this formula, charge and spin) is 2.048 eV. The calculation puts the HOMO energy at -0.504 Ha. As for the gap between HOMO and LUMO: 9.91 eV.

---

7.
A 2-piece molecular cluster, C4H9Br2N2 overall, computed with ωB97M-V/def2-TZVPD.

```
! RIJCOSX wB97M-V def2-TZVPD def2/J DEFGRID3
* xyz 1 1
C -1.81 -0.31 -0.63
C 0.95 -1.20 1.24
C 1.87 0.53 -0.25
C -0.34 0.81 0.74
N -1.88 0.18 -1.79
N 0.85 0.18 0.75
Br -3.15 -1.29 0.05
Br -0.74 2.50 0.12
H 1.81 -1.21 1.91
H 0.15 -1.33 1.83
H 1.02 -2.08 0.53
H 2.83 0.62 0.15
H 1.87 -0.31 -0.88
H 1.48 1.44 -0.84
H -1.14 0.44 1.48
H -2.72 0.28 -2.44
H -1.08 0.76 -1.97
*
```

The relative energy (zero: lowest compared OMol25 entry of this formula, charge and spin) is 2.632 eV. The calculation puts the HOMO energy at -0.472 Ha. As for the gap between HOMO and LUMO: 8.83 eV.

---

8.
A 2-piece molecular cluster, C4H9Br2N2 overall, computed with ωB97M-V/def2-TZVPD.

```
! RIJCOSX wB97M-V def2-TZVPD def2/J DEFGRID3
* xyz 1 1
C 0.66 -0.25 1.15
C -0.60 -0.39 0.41
C 2.86 0.38 0.79
C -1.54 -0.93 -1.73
N -0.51 -0.68 -0.82
N 1.78 -0.12 0.32
Br -1.76 2.67 0.09
Br 4.30 0.62 -0.37
H 0.49 0.44 2.05
H 0.62 -1.32 1.52
H -1.61 -0.59 0.75
H 2.93 0.63 1.89
H -2.15 0.01 -1.90
H -1.11 -1.32 -2.79
H -2.24 -1.64 -1.30
H -2.63 3.30 1.14
H 0.49 -0.84 -1.21
*
```

The relative energy (zero: lowest compared OMol25 entry of this formula, charge and spin) is 1.261 eV. The calculation puts the HOMO energy at -0.509 Ha. As for the gap between HOMO and LUMO: 9.69 eV.

---

9.
A 2-piece molecular cluster, C4H9BrCl2Si overall, computed with ωB97M-V/def2-TZVPD.

```
! RIJCOSX wB97M-V def2-TZVPD def2/J DEFGRID3
* xyz 0 1
C -0.36 -1.56 -1.70
C 0.06 1.53 -1.05
C 1.76 -0.07 0.52
C -1.74 0.06 2.15
Si 0.11 -0.20 -0.41
Cl -0.47 0.22 3.35
Cl -2.62 1.61 1.78
Br 2.37 -1.62 1.45
H -0.31 -1.03 -2.59
H 0.24 -2.38 -1.63
H -1.38 -1.87 -1.53
H -0.30 2.12 -0.32
H 1.00 1.77 -1.57
H -0.48 1.50 -1.96
H 1.84 0.63 1.35
H 2.59 0.09 -0.27
H -2.31 -0.80 2.44
*
```

The relative energy (zero: lowest compared OMol25 entry of this formula, charge and spin) is 3.590 eV. The calculation puts the HOMO energy (spin up / spin down) at -0.270 / -0.297 Ha. As for the gap between HOMO and LUMO (spin up / spin down): 6.79 / 7.67 eV.

---

10.
A 2-piece molecular cluster, C4H9ClN overall, computed with ωB97M-V/def2-TZVPD.

```
! RIJCOSX wB97M-V def2-TZVPD def2/J DEFGRID3
* xyz 1 3
C 0.98 -0.76 -1.59
C 1.18 -1.34 -0.23
C 0.10 0.98 0.08
C -1.63 1.10 1.58
N 0.11 -0.35 -0.46
Cl -2.43 -0.35 1.21
H 1.49 0.07 -2.01
H 0.47 -1.46 -2.21
H 0.94 -2.25 0.20
H 2.07 -1.00 0.14
H 0.91 1.17 0.68
H -0.31 1.70 -0.73
H -1.94 2.10 1.19
H -1.08 1.01 2.42
H -0.87 -0.62 -0.27
*
```

The relative energy (zero: lowest compared OMol25 entry of this formula, charge and spin) is 1.012 eV. The calculation puts the HOMO energy (spin up / spin down) at -0.405 / -0.568 Ha. As for the expectation value of S²: 2.01. As for the gap between HOMO and LUMO (spin up / spin down): 8.27 / 9.08 eV.

---

11.
C4H9ClN2 as an isolated structure, computed with ωB97M-V/def2-TZVPD.

```
! RIJCOSX wB97M-V def2-TZVPD def2/J DEFGRID3
* xyz 0 1
C 0.63 1.04 0.68
C 0.26 -0.30 0.01
C -0.44 -1.24 0.89
C -1.08 -0.81 -0.36
H -1.36 2.30 0.33
H 0.06 1.73 -1.67
H 1.98 0.85 0.62
H 0.13 1.28 1.78
H 1.15 -1.00 -1.95
H 2.16 -1.51 -0.43
H -0.24 -2.32 1.26
H -0.91 -0.42 1.58
H -1.26 -1.25 -1.35
N 0.02 2.15 -0.28
N 1.42 -0.63 -0.86
Cl -2.50 0.13 -0.26
*
```

The relative energy (zero: lowest compared OMol25 entry of this formula, charge and spin) is 8.528 eV. The calculation puts the HOMO energy at -0.317 Ha. As for the gap between HOMO and LUMO: 8.90 eV.

---

12.
A 2-piece molecular cluster, C4H9ClNO2S overall, computed with ωB97M-V/def2-TZVPD.

```
! RIJCOSX wB97M-V def2-TZVPD def2/J DEFGRID3
* xyz -1 1
C -0.52 1.32 0.03
C 1.41 -0.13 -0.77
C -0.50 -1.20 0.79
C 0.46 0.12 0.46
N 1.09 0.52 1.69
O -1.95 3.63 3.07
O -2.38 1.40 3.87
S -1.40 2.28 3.24
Cl 2.41 -0.56 2.14
H -1.28 1.05 -0.82
H -1.18 1.60 0.78
H 0.16 2.08 -0.29
H 2.17 -0.82 -0.60
H 1.82 0.79 -0.98
H 0.88 -0.62 -1.66
H -0.77 -1.61 -0.19
H -0.01 -1.92 1.26
H -1.46 -0.89 1.19
*
```

The relative energy (zero: lowest compared OMol25 entry of this formula, charge and spin) is 1.870 eV. The calculation puts the HOMO energy (spin up / spin down) at -0.082 / -0.082 Ha. As for the gap between HOMO and LUMO (spin up / spin down): 4.28 / 4.28 eV.

---

13.
A 2-piece molecular cluster, C4H9ClO2 overall, computed with ωB97M-V/def2-TZVPD.

```
! RIJCOSX wB97M-V def2-TZVPD def2/J DEFGRID3
* xyz 0 1
C -1.85 1.60 -1.28
C -2.04 0.48 -0.57
Cl -3.14 0.54 0.77
O -1.32 -0.69 -0.72
C -1.58 -1.82 0.07
H -1.05 1.63 -1.91
H -2.58 2.41 -1.18
H -0.75 -1.81 0.90
H -1.52 -2.62 -0.53
H -2.54 -1.90 0.49
C 2.56 0.60 0.53
O 1.33 1.30 0.31
H 3.49 1.11 0.95
H 2.93 0.07 -0.33
H 2.30 -0.35 1.16
H 0.74 1.31 1.00
*
```

The relative energy (zero: lowest compared OMol25 entry of this formula, charge and spin) is 2.684 eV. The calculation puts the HOMO energy at -0.323 Ha. The structure (SMILES) is C=C(Cl)OC.CO. As for the gap between HOMO and LUMO: 9.51 eV.

---

14.
A 2-piece molecular cluster, C4H9ClSi overall, computed with ωB97M-V/def2-TZVPD.

```
! RIJCOSX wB97M-V def2-TZVPD def2/J DEFGRID3
* xyz 0 1
C 1.28 -2.25 0.43
C 1.48 -1.00 0.02
C 0.08 1.84 -0.87
C -1.35 -0.06 1.36
Si 0.16 0.29 0.19
Cl -1.46 1.27 -3.42
H 2.17 -2.96 0.62
H 0.28 -2.52 0.72
H 2.39 -0.57 -0.29
H -0.63 2.64 -0.42
H 0.99 2.25 -1.13
H -0.48 1.48 -1.89
H -1.60 1.02 1.85
H -2.17 -0.59 0.76
H -1.13 -0.85 2.09
*
```

The relative energy (zero: lowest compared OMol25 entry of this formula, charge and spin) is 4.470 eV. The calculation puts the HOMO energy at -0.290 Ha. As for the gap between HOMO and LUMO: 6.02 eV.

---

15.
C4H9F5FeN4O13S3 as an isolated structure, computed with ωB97M-V/def2-TZVPD.

```
! RIJCOSX wB97M-V def2-TZVPD def2/J DEFGRID3
* xyz 1 6
Fe 2.10 0.02 -1.65
C -0.91 -2.12 -4.19
F -0.71 -2.99 -3.23
F -1.19 -2.71 -5.31
F -1.81 -1.23 -3.85
S 0.71 -1.21 -4.42
O 0.62 -0.17 -5.42
O 1.11 -0.73 -3.09
O 1.67 -2.21 -4.92
N 0.71 0.55 -0.37
S -0.85 0.25 -0.12
O -1.77 1.21 -0.56
O -1.12 -0.53 1.03
F -0.92 -0.91 -1.25
S 0.93 1.57 1.01
O 1.21 0.91 2.22
O 0.18 2.76 0.95
F 2.39 1.99 0.52
C 4.14 -0.53 2.24
N 3.33 -1.07 1.13
O 2.63 -2.01 1.30
O 3.35 -0.41 0.07
H 5.17 -0.65 1.89
H 4.02 -1.12 3.14
H 3.93 0.52 2.35
C -1.18 -3.10 3.03
N -0.17 -3.98 3.65
O 0.08 -5.03 3.08
O 0.45 -3.55 4.60
H -0.70 -2.23 2.60
H -1.83 -2.77 3.84
H -1.77 -3.68 2.33
C -2.82 4.97 -0.57
N -4.19 5.09 -0.04
O -4.30 5.14 1.17
O -5.10 5.08 -0.84
H -2.21 5.87 -0.43
H -2.83 4.93 -1.66
H -2.36 4.07 -0.20
*
```

The calculation puts the HOMO energy (spin up / spin down) at -0.472 / -0.472 Ha. As for the expectation value of S²: 8.77. As for the gap between HOMO and LUMO (spin up / spin down): 6.78 / 3.32 eV.

---

16.
C4H9F6FeN3O8S3 as an isolated structure, computed with ωB97M-V/def2-TZVPD.

```
! RIJCOSX wB97M-V def2-TZVPD def2/J DEFGRID3
* xyz 1 6
Fe -0.50 -0.93 0.31
F 0.34 1.29 3.88
C 0.24 0.14 4.52
F -0.98 -0.02 4.99
F 1.13 0.07 5.49
S 0.57 -1.23 3.32
O -0.46 -0.98 2.27
O 0.46 -2.47 4.00
N 2.01 -0.89 2.81
S 2.48 -0.65 1.36
O 1.49 -1.14 0.36
O 3.82 -1.01 1.11
C 2.34 1.17 1.09
F 1.03 1.48 1.05
F 2.87 1.48 -0.09
F 2.92 1.85 2.04
O -4.04 -0.02 0.30
S -2.89 -0.41 -0.44
O -3.03 -0.48 -1.90
O -2.25 -1.71 0.04
O -1.66 0.52 -0.16
N -1.53 1.39 -3.02
C -0.34 0.64 -3.54
C 0.47 0.03 -2.41
N -0.11 -1.20 -1.81
H -2.07 1.78 -3.79
H -1.25 2.15 -2.41
H -2.17 0.75 -2.44
H 0.28 1.34 -4.09
H -0.70 -0.12 -4.23
H 0.62 0.79 -1.63
H 1.47 -0.21 -2.79
H 0.49 -2.00 -2.00
H -1.03 -1.41 -2.20
*
```

The relative energy (zero: lowest compared OMol25 entry of this formula, charge and spin) is 0.000 eV. The calculation puts the HOMO energy (spin up / spin down) at -0.538 / -0.536 Ha. As for the expectation value of S²: 8.76. As for the gap between HOMO and LUMO (spin up / spin down): 11.42 / 8.63 eV.

---

17.
A 2-piece molecular cluster, C4H9FN2S overall, computed with ωB97M-V/def2-TZVPD.

```
! RIJCOSX wB97M-V def2-TZVPD def2/J DEFGRID3
* xyz 0 1
C 1.05 0.80 0.12
C 1.65 -0.49 0.37
C 0.20 1.03 -1.14
C -1.74 0.02 0.41
N 1.19 1.71 1.02
N -1.01 -1.87 -0.19
F -3.03 -0.22 0.74
S -1.60 1.02 -1.01
H 2.56 -0.35 0.94
H 1.89 -0.91 -0.67
H 1.13 -1.43 0.83
H 0.53 0.42 -1.90
H 0.38 1.99 -1.43
H -1.13 0.23 1.18
H 0.72 2.56 0.75
H -1.17 -2.19 0.79
H -1.63 -2.30 -0.83
*
```

The relative energy (zero: lowest compared OMol25 entry of this formula, charge and spin) is 3.987 eV. The calculation puts the HOMO energy at -0.324 Ha. As for the gap between HOMO and LUMO: 9.38 eV.

---

18.
The molecule C4H9FO2S, computed with ωB97M-V/def2-TZVPD.

```
! RIJCOSX wB97M-V def2-TZVPD def2/J DEFGRID3
* xyz 0 1
C -0.71 1.27 -1.37
C -0.17 -0.20 -1.17
C 0.77 -0.27 0.17
C 0.73 -1.73 0.66
S -0.18 0.78 1.34
O -1.58 0.41 1.38
O 0.13 2.19 1.28
F 0.56 0.13 2.69
H -0.11 2.07 -0.99
H -0.87 1.61 -2.32
H -1.60 1.15 -0.93
H -1.04 -0.90 -0.94
H 0.27 -0.55 -2.02
H 1.76 0.32 0.00
H 1.50 -1.92 1.41
H -0.32 -1.88 0.99
H 0.85 -2.47 -0.18
*
```

The relative energy (zero: lowest compared OMol25 entry of this formula, charge and spin) is 0.633 eV. The calculation puts the HOMO energy at -0.430 Ha. The structure (SMILES) is CC[C@H](C)S(=O)(=O)F. As for the gap between HOMO and LUMO: 12.46 eV.

---

19.
The molecule C4H9FS, computed with ωB97M-V/def2-TZVPD.

```
! RIJCOSX wB97M-V def2-TZVPD def2/J DEFGRID3
* xyz 0 1
C 0.87 1.35 -0.63
C 0.84 -0.03 0.04
C 2.04 -0.75 -0.15
F 0.48 0.23 1.34
C -0.37 -0.82 -0.44
S -2.02 -0.05 -0.09
H 1.74 1.74 -0.10
H -0.04 1.90 -0.35
H 1.01 1.41 -1.74
H 2.93 -0.20 0.17
H 2.07 -1.80 0.16
H 2.27 -0.86 -1.22
H -0.41 -1.00 -1.48
H -0.28 -1.69 0.07
H -1.50 0.69 0.99
*
```

The relative energy (zero: lowest compared OMol25 entry of this formula, charge and spin) is 0.906 eV. The calculation puts the HOMO energy at -0.329 Ha. The structure (SMILES) is CC(C)(F)CS. As for the gap between HOMO and LUMO: 9.83 eV.

---

20.
A 2-piece molecular cluster, C4H9FSi overall, computed with ωB97M-V/def2-TZVPD.

```
! RIJCOSX wB97M-V def2-TZVPD def2/J DEFGRID3
* xyz 0 1
C -0.40 2.29 -0.50
C -0.94 1.10 -0.51
C 1.92 -0.32 0.03
C -1.06 -2.07 -0.05
F -0.30 0.73 2.67
Si 0.00 -0.50 -0.12
H -1.17 3.12 -0.68
H 0.69 2.63 -0.48
H -2.02 1.00 -0.40
H 2.36 0.52 0.73
H 2.43 -1.20 0.50
H 2.22 -0.19 -1.04
H -1.96 -1.78 -0.63
H -0.41 -2.99 -0.49
H -1.36 -2.34 0.98
*
```

The relative energy (zero: lowest compared OMol25 entry of this formula, charge and spin) is 4.231 eV. The calculation puts the HOMO energy at -0.306 Ha. As for the gap between HOMO and LUMO: 7.04 eV.